Molecular formula: C50H60Cl10Cs2N8O4S
Method: DFT, the ωB97M-V functional and the def2-TZVPD basis

Positions of all 135 atoms, in Å:
C  7.4335  21.5261  10.6279
H  13.8574  12.8849  14.4113
C  14.5678  15.4918  20.6487
C  17.0844  22.7800  15.0213
H  14.1421  21.4116  10.2256
H  13.1484  14.0966  21.2004
C  14.2794  20.2946  17.8213
H  13.0946  15.6601  12.9121
C  11.4112  22.8668  19.3006
H  15.1367  18.3450  17.6076
C  11.5985  12.7780  12.3172
C  13.8469  10.3770  17.2248
H  15.5141  17.5798  9.0802
S  11.3756  17.8141  15.0888
H  10.9734  14.5859  13.3213
C  15.0414  16.7892  14.3643
C  9.3583  21.2060  9.2675
H  8.7812  19.4201  16.1578
H  15.1879  12.9257  17.8968
H  10.0024  23.8468  16.4438
N  14.0236  13.4586  19.4741
C  15.0460  13.6945  18.6059
C  9.0928  12.1167  14.8294
C  8.2563  21.4901  11.7616
H  14.3535  16.0497  21.5348
H  16.4177  24.8437  15.2934
H  7.2361  20.3788  16.1744
C  10.3779  23.2233  17.2030
H  13.7966  9.7013  18.1072
C  15.7516  14.9028  18.6768
Cl  7.7317  16.5778  11.1510
C  12.1001  18.0821  19.6584
H  11.2125  21.2502  10.3502
O  10.7904  18.4952  13.9493
H  9.7574  20.9684  8.2868
C  12.9508  14.6912  12.4944
N  9.3446  13.4124  15.0419
H  14.2201  16.5430  10.8294
H  15.9585  19.5890  16.5030
H  15.5099  11.2341  14.3853
C  15.0213  18.1979  9.8081
C  13.8723  12.1615  15.2106
H  8.0196  10.6120  13.7158
Cl  16.2276  14.4058  14.9816
H  17.2931  20.6760  14.5384
H  9.1337  18.2626  9.2186
H  13.9894  14.9039  14.6508
C  7.1962  18.4431  15.1644
C  10.7377  21.0758  17.8591
C  10.9771  23.7733  18.3482
C  12.9167  11.3918  17.0748
C  14.9004  10.3187  16.2613
C  13.8437  14.3165  20.4458
C  7.9811  21.3239  9.4050
C  13.8858  12.8676  11.5986
C  15.5251  15.8035  19.7346
Cl  10.2057  16.3930  20.6089
O  10.3104  17.6049  16.1251
Cl  5.3436  18.4580  15.1385
Cl  14.4009  21.9641  17.2568
H  15.6878  20.9954  12.4087
C  16.0779  21.7734  13.0327
H  14.3100  20.2886  18.8832
H  17.6131  22.7003  15.9647
H  10.0745  16.8716  11.8419
O  12.0453  16.5392  14.7654
N  12.9373  12.3478  16.1470
N  15.5384  22.9033  12.6180
C  14.8681  11.2501  15.2756
C  11.7408  14.0708  12.7361
C  16.9463  21.6494  14.2078
H  10.6427  12.3122  12.5420
C  7.7109  19.3856  16.1783
H  14.6440  15.6670  16.1123
H  14.2758  17.5381  14.6022
H  10.7365  18.1382  9.8343
H  7.3489  21.4089  8.5444
N  13.4717  19.7990  11.4372
H  15.5806  20.0116  8.8269
C  16.4268  23.9331  14.6702
H  7.4405  18.8503  14.2134
C  15.6585  23.9666  13.4679
C  15.4675  19.4016  17.4157
H  15.5732  9.5030  16.2394
H  9.6272  11.3755  15.3548
C  14.2366  17.6312  10.8483
H  16.1218  16.7019  19.9023
H  12.2780  18.8808  18.9427
H  11.8587  23.2275  20.2255
Cl  12.7888  18.6947  21.1763
H  11.7025  20.7372  19.7556
H  7.5830  17.4510  15.3313
O  12.4167  18.7609  15.6782
Cl  10.0263  16.1039  8.8363
H  15.0596  24.7699  13.1838
H  7.9001  21.5959  12.7942
C  9.3333  17.3666  11.1756
C  10.5895  17.8695  19.7280
N  14.0097  14.1393  11.9177
C  8.6279  14.3318  14.3532
H  14.6752  12.3262  11.1157
C  13.4098  18.5097  11.6080
H  13.3812  19.8462  17.3082
N  10.2771  21.9110  16.9594
H  12.0708  11.5257  17.7715
Cs  11.2224  14.9572  17.2251
H  7.0024  14.6762  12.9740
H  12.7056  11.0897  11.4197
H  10.1700  17.8368  18.7526
Cs  12.0762  21.0816  14.1866
H  15.0902  16.6770  13.2597
H  10.1191  18.7163  20.2465
C  7.5710  13.9465  13.4974
C  9.8073  17.5701  9.7766
Cl  7.4230  18.7199  17.8262
C  11.3572  21.4804  19.0176
C  15.0887  19.6021  9.6727
C  12.6996  12.1581  11.7481
H  12.6976  17.2066  19.4013
H  9.1448  18.3947  11.5195
H  6.4853  12.3459  12.6353
Cl  16.7418  19.6363  18.7130
C  14.8192  15.4869  15.0676
H  6.3911  21.7333  10.6980
H  11.1190  24.8554  18.3368
H  16.5649  15.1558  17.9740
H  8.8520  15.3507  14.7385
H  10.8412  20.0371  17.5001
C  14.2680  20.3553  10.4714
C  8.1504  11.6713  13.9270
H  12.7211  18.1569  12.3230
C  7.3678  12.6100  13.2099
Cl  16.5830  17.4630  14.8910
C  10.1289  21.2798  10.4262
N  9.5598  21.3441  11.6470

* DFT total energy: -210092.43286 eV
* HOMO-LUMO gap: 8.724 eV
* highest occupied orbital energy: -0.319 Ha

Here are the Mulliken charges for atoms 1 to 99, given in e:
1 C -0.647
2 H 0.380
3 C -0.514
4 C -0.270
5 H 0.297
6 H 0.452
7 C 0.634
8 H 1.209
9 C -0.619
10 H -0.250
11 C -0.067
12 C -0.522
13 H 0.432
14 S -0.196
15 H -0.098
16 C 0.917
17 C -0.592
18 H -0.762
19 H 0.318
20 H 0.458
21 N -0.339
22 C -0.226
23 C -0.555
24 C -0.247
25 H 0.490
26 H 0.339
27 H 0.506
28 C -0.419
29 H 0.349
30 C -0.491
31 Cl -0.264
32 C 1.864
33 H 0.140
34 O -0.777
35 H 0.430
36 C -0.556
37 N 0.246
38 H 0.293
39 H -0.158
40 H 0.437
41 C -0.740
42 C 0.156
43 H 0.405
44 Cl -0.196
45 H 0.411
46 H 0.247
47 H -1.594
48 C 0.410
49 C 0.554
50 C -0.508
51 C -0.438
52 C -0.693
53 C -0.314
54 C -0.184
55 C -0.615
56 C -0.209
57 Cl -0.183
58 O -1.006
59 Cl -0.256
60 Cl -0.136
61 H 0.340
62 C 0.112
63 H 0.523
64 H 0.433
65 H -0.308
66 O -0.973
67 N 0.311
68 N -0.446
69 C -0.861
70 C -0.220
71 C -0.565
72 H 0.336
73 C 0.495
74 H 0.111
75 H -0.531
76 H -0.029
77 H 0.399
78 N 0.351
79 H 0.523
80 C -0.400
81 H -0.008
82 C -0.407
83 C 0.702
84 H 0.496
85 H 0.395
86 C -0.172
87 H 0.465
88 H -1.288
89 H 0.402
90 Cl -0.229
91 H 0.124
92 H -0.107
93 O -1.212
94 Cl -0.207
95 H 0.484
96 H 0.421
97 C 0.947
98 C 0.373
99 N -0.206